No. 1
DFT (ωB97M-V/def2-TZVPD) results for the molecule C7H13N.

Each line ends with the natural charge from an NBO analysis.
Atoms and positions in Å:
C  0.403754  -0.925722  -4.043496  -0.384
C  0.650673  -0.300667  -2.902442  -0.211
C  0.255602  -0.777578  -1.557596  -0.234
C  -0.392525  -0.004947  -0.698010  -0.157
C  -0.948259  -0.528063  0.599739  -0.435
C  -0.974249  0.559603  1.688222  -0.403
C  0.405056  1.144469  2.043145  -0.224
N  0.960180  0.698673  3.324057  -0.845
H  -0.154592  -1.862193  -4.059418  0.185
H  0.728286  -0.608195  -5.029840  0.201
H  1.180104  0.639629  -2.966476  0.201
H  0.487475  -1.821674  -1.372838  0.205
H  -0.575362  1.043966  -0.907488  0.198
H  -0.405736  -1.420929  0.920182  0.207
H  -1.994271  -0.838046  0.482127  0.215
H  -1.654228  1.355199  1.372288  0.199
H  -1.394662  0.155441  2.603251  0.200
H  1.137125  0.892694  1.278682  0.192
H  0.323051  2.234833  2.066610  0.178
H  0.279537  0.352450  3.982866  0.354
H  1.683048  0.011061  3.176431  0.358

Forces on the atoms, in the same order (eV/Å):
C -0.264 -0.875 -0.213
C 0.263 0.286 -0.209
C 0.060 0.314 -0.964
C -0.104 -0.706 0.626
C -0.327 0.487 0.410
C 0.454 -0.147 -0.132
C -0.291 0.183 0.362
N 0.382 0.054 -0.256
H 0.120 0.060 0.139
H 0.025 0.369 0.295
H 0.080 0.245 0.156
H -0.280 -0.026 0.301
H -0.032 0.010 -0.218
H 0.102 0.082 0.032
H 0.112 -0.078 -0.287
H 0.063 -0.002 -0.097
H -0.230 -0.142 0.165
H -0.002 0.084 -0.193
H 0.062 -0.007 -0.047
H -0.079 -0.050 -0.091
H -0.114 -0.142 0.222

Properties
Energy relative to the best compared isomer or geometry (same formula, charge and spin), kcal/mol: 35.40
Frontier orbital gap, eV: 10.05
Calculated total energy, hartree: -329.21505
E_HOMO, eV: -8.910

=====

No. 2
DFT (ωB97M-V/def2-TZVPD) results for a structure of composition C7H13N.

Each line ends with the natural charge from an NBO analysis.
Atoms and positions in Å:
C  0.075610  0.566056  -0.562164  -0.378
C  -0.036338  0.305370  0.811226  -0.329
C  -3.004721  -0.507942  -0.119023  -0.715
C  2.299703  -1.363749  -0.689846  -0.680
C  -2.053485  0.304077  0.718163  0.285
C  1.937524  0.063908  -0.444033  0.050
C  2.804703  1.056628  -0.271333  -0.462
N  -2.443379  0.987858  1.719515  -0.677
H  -3.455781  0.911785  1.913127  0.313
H  -0.299156  -0.080533  -1.347530  0.211
H  0.091449  1.619652  -0.824651  0.223
H  0.099206  1.173145  1.450469  0.232
H  0.227415  -0.610225  1.329671  0.214
H  -2.976138  -0.201830  -1.168943  0.224
H  -4.050203  -0.387432  0.199823  0.218
H  -2.739252  -1.567263  -0.058150  0.227
H  1.816023  -1.734410  -1.599124  0.216
H  3.382887  -1.504782  -0.799727  0.220
H  1.961760  -2.008459  0.127283  0.217
H  3.881682  0.916661  -0.375757  0.193
H  2.480491  2.061482  -0.008996  0.197

Forces on the atoms, in the same order (eV/Å):
C 6.877 -1.097 -1.678
C -6.484 0.084 1.566
C 0.428 -0.186 -0.578
C -0.260 -0.109 -0.197
C 1.542 0.455 3.274
C -1.824 1.711 -1.793
C -0.158 -0.114 0.114
N -0.054 -0.274 -0.111
H 0.178 0.208 -0.494
H -0.254 -0.149 0.332
H -0.168 -0.125 -0.099
H -0.038 -0.146 -0.009
H -0.023 -0.220 -0.562
H 0.160 -0.149 -0.006
H 0.371 0.091 0.202
H -0.029 0.044 -0.139
H 0.059 0.005 0.047
H -0.188 0.144 0.097
H 0.002 0.047 -0.007
H -0.125 -0.168 0.390
H -0.011 -0.050 -0.350

Properties
Energy relative to the best compared isomer or geometry (same formula, charge and spin), kcal/mol: 112.15
Frontier orbital gap, eV: 8.46
Calculated total energy, hartree: -329.09274
E_HOMO, eV: -7.565

=====

No. 3
DFT (ωB97M-V/def2-TZVPD) results for the molecule C7H13N.

Each line ends with the natural charge from an NBO analysis.
Atoms and positions in Å:
C  0.784826  -0.550369  2.132997  -0.363
C  0.000359  -1.049820  1.207365  -0.066
C  -0.743401  -2.281022  1.318982  -0.629
C  -0.468674  -0.184824  0.164257  0.026
C  -1.752113  0.295006  -0.030221  -0.433
C  0.451511  0.072639  -0.927902  -0.484
C  0.247499  1.285339  -1.825319  -0.193
N  1.335091  2.186844  -1.666140  -0.875
H  1.130930  -0.935531  3.118348  0.207
H  1.330990  0.313645  1.891699  0.182
H  -1.829757  -2.189038  1.143571  0.229
H  -0.422693  -3.091907  0.564166  0.226
H  -0.671236  -2.817663  2.370181  0.214
H  -2.502683  0.217638  0.748086  0.196
H  -1.871799  1.115574  -0.764037  0.194
H  1.424460  0.011987  -0.495241  0.217
H  0.256670  -0.750523  -1.703760  0.232
H  0.079329  0.994899  -2.964943  0.187
H  -0.724308  1.822095  -1.555554  0.179
H  1.241159  2.369735  -0.688198  0.373
H  2.093253  2.109495  -2.242310  0.383

Forces on the atoms, in the same order (eV/Å):
C 1.698 -0.506 1.428
C -1.247 0.025 1.555
C -1.048 -4.590 1.487
C -3.813 1.921 -2.300
C 2.091 0.256 1.489
C -0.462 -1.539 -2.814
C -1.557 0.147 -2.322
N -3.589 1.009 0.942
H -0.706 -0.451 -1.023
H 0.324 1.530 -0.224
H 0.494 0.319 -0.013
H -0.240 1.294 0.931
H 0.168 1.169 -1.970
H -0.129 -0.254 -0.134
H -0.467 -1.234 0.537
H 1.117 0.034 -0.484
H 0.910 0.242 1.477
H 0.529 0.467 2.328
H 1.535 -0.483 -0.488
H 1.947 0.860 0.243
H 2.447 -0.213 -0.645

Properties
Energy relative to the best compared isomer or geometry (same formula, charge and spin), kcal/mol: 79.87
Frontier orbital gap, eV: 9.38
Calculated total energy, hartree: -329.14417
E_HOMO, eV: -8.428